Arrangement P

{"formula": "C6H21NO6", "method": "ωB97M-V/def2-TZVPD", "elements": ["C", "C", "C", "N", "C", "C", "C", "H", "H", "H", "H", "H", "H", "H", "H", "H", "O", "H", "H", "O", "H", "H", "O", "H", "H", "O", "H", "H", "O", "H", "H", "O", "H", "H"], "xyz": [[2.551, 0.917, -2.077], [1.893, 0.756, -0.750], [0.614, 0.388, -0.448], [0.450, 0.344, 0.911], [1.636, 0.703, 1.514], [1.547, 1.236, 2.910], [2.557, 0.875, 0.505], [2.743, 1.970, -2.325], [3.485, 0.379, -2.197], [1.830, 0.678, -2.862], [-0.134, 0.030, -1.131], [-0.487, 0.258, 1.286], [1.591, 2.320, 2.995], [0.600, 0.935, 3.353], [2.361, 0.825, 3.490], [3.622, 0.912, 0.682], [1.913, -2.897, -0.345], [2.271, -2.047, -0.040], [0.953, -2.859, -0.263], [-0.843, -2.647, -1.111], [-1.375, -3.348, -1.515], [-0.170, -2.396, -1.758], [-2.974, -0.769, -2.549], [-2.238, -1.237, -2.118], [-2.710, 0.145, -2.746], [-2.325, 2.019, -2.096], [-1.938, 2.521, -2.821], [-1.577, 1.748, -1.546], [-1.579, -0.160, 3.494], [-2.396, -0.429, 3.065], [-1.192, -1.001, 3.770], [-2.607, 0.536, 0.698], [-3.336, 0.163, 1.198], [-2.731, 0.287, -0.233]], "e_lumo_ha": 0.00691, "e_homo_ev": -8.0, "mol_weight_g_mol": 203.23, "orbital_gap_ha": 0.2999, "smiles": "Cc1c[nH]c(C)c1.O.O.O.O.O.O", "total_charge": 0}

Arrangement Q

{"formula": "C6H21NO6", "method": "ωB97M-V/def2-TZVPD", "elements": ["C", "C", "C", "C", "C", "N", "C", "H", "H", "H", "H", "H", "H", "H", "H", "H", "O", "H", "H", "O", "H", "H", "O", "H", "H", "O", "H", "H", "O", "H", "H", "O", "H", "H"], "xyz": [[-0.423, 2.953, 0.613], [-0.744, 2.781, -1.000], [-0.373, 1.330, -1.473], [-1.368, 0.412, -2.130], [-0.721, -0.621, -2.806], [0.602, -0.412, -2.665], [0.836, 0.692, -1.839], [0.560, 3.303, 0.454], [-1.251, 3.630, 0.865], [-0.741, 1.964, 1.124], [-1.760, 2.772, -0.878], [-0.294, 3.572, -1.656], [-2.408, 0.509, -1.997], [-1.020, -1.460, -3.522], [1.409, -0.783, -3.107], [1.737, 1.075, -1.587], [-1.998, 0.269, 1.726], [-1.403, 0.078, 2.429], [-1.823, 1.074, 1.383], [-2.230, -2.384, 1.219], [-2.505, -1.786, 1.895], [-2.572, -1.960, 0.524], [0.687, -3.911, 1.118], [-0.276, -3.794, 0.852], [0.809, -2.941, 1.080], [2.552, 1.186, 1.178], [3.054, 0.575, 0.574], [2.085, 0.703, 1.738], [3.254, -1.881, 0.863], [3.148, -2.183, 1.776], [2.370, -1.673, 0.563], [0.597, -1.079, 1.089], [0.366, -0.563, 0.267], [-0.156, -1.448, 1.329]], "e_lumo_ha": 0.01192, "e_homo_ev": -8.8, "mol_weight_g_mol": 203.23, "orbital_gap_ha": 0.3362, "smiles": "CCc1cc[nH]c1.O.O.O.O.O.O", "total_charge": 0}

Name the most stable of them. arrangement P.

Arrangement P

{"formula": "C6H11N", "method": "ωB97M-V/def2-TZVPD", "elements": ["C", "C", "C", "C", "C", "C", "N", "H", "H", "H", "H", "H", "H", "H", "H", "H", "H", "H"], "xyz": [[1.954, 1.656, -0.480], [1.101, 0.667, 0.268], [0.065, -0.081, -0.611], [-1.118, -0.461, 0.283], [-2.095, -1.421, -0.344], [-0.559, -1.039, 1.508], [0.342, -1.455, 2.109], [2.641, 2.187, 0.196], [2.563, 1.123, -1.212], [1.285, 2.334, -1.006], [1.816, -0.024, 0.706], [0.682, 1.269, 1.363], [-0.314, 0.518, -1.453], [0.516, -0.983, -1.059], [-1.654, 0.432, 0.593], [-2.536, -0.961, -1.226], [-1.574, -2.335, -0.635], [-2.903, -1.675, 0.346]], "e_lumo_ha": 0.03531, "e_homo_ev": -11.0, "mol_weight_g_mol": 97.16, "orbital_gap_ha": 0.4383, "smiles": "CCC[C@@H](C)C#N", "total_charge": 0}

Arrangement Q

{"formula": "C6H11N", "method": "ωB97M-V/def2-TZVPD", "elements": ["C", "C", "C", "C", "C", "C", "N", "H", "H", "H", "H", "H", "H", "H", "H", "H", "H", "H"], "xyz": [[-0.195, -1.196, -2.467], [0.527, -1.338, -1.375], [1.244, -0.387, -0.446], [0.345, 0.387, 0.425], [1.054, 1.253, 1.460], [-1.076, 0.360, 0.439], [-1.792, 0.745, 1.535], [-1.243, -1.496, -2.563], [0.313, -1.092, -3.310], [0.420, -2.435, -1.010], [1.865, -1.047, 0.095], [1.957, 0.338, -0.919], [1.435, 0.487, 2.225], [1.959, 1.720, 1.026], [0.333, 2.041, 1.874], [-1.788, 0.090, -0.350], [-1.321, 1.356, 2.181], [-2.778, 0.350, 1.786]], "e_lumo_ha": 0.02825, "e_homo_ev": -7.2, "mol_weight_g_mol": 97.16, "orbital_gap_ha": 0.2920, "smiles": "C=CC/C(C)=C/N", "total_charge": 0}

Arrangement R

{"formula": "C6H11N", "method": "ωB97M-V/def2-TZVPD", "elements": ["C", "C", "C", "C", "C", "C", "N", "H", "H", "H", "H", "H", "H", "H", "H", "H", "H", "H"], "xyz": [[-3.318, -0.507, 0.800], [-1.967, -0.876, 0.243], [-1.043, -0.024, -0.187], [0.375, -0.311, -0.566], [1.486, 0.268, 0.297], [2.403, 1.116, -0.290], [3.793, 0.825, -0.309], [-4.051, -0.379, -0.003], [-3.230, 0.479, 1.261], [-3.732, -1.274, 1.449], [-2.015, -1.905, -0.128], [-1.291, 1.007, 0.081], [0.519, -0.092, -1.627], [0.555, -1.377, -0.389], [1.382, 0.102, 1.365], [2.214, 2.169, -0.510], [4.050, 0.960, -1.284], [3.872, -0.181, -0.204]], "e_lumo_ha": 0.01619, "e_homo_ev": -7.1, "mol_weight_g_mol": 97.16, "orbital_gap_ha": 0.2755, "smiles": "C/C=C/C/C=C/N", "total_charge": 0}

Name the most stable of them. arrangement P.

Arrangement P

{"formula": "C3H10O3", "method": "ωB97M-V/def2-TZVPD", "elements": ["C", "C", "C", "O", "H", "H", "H", "H", "H", "H", "O", "H", "H", "O", "H", "H"], "xyz": [[1.150, 1.194, 1.706], [-0.025, 1.451, 1.012], [-1.251, 0.589, 1.179], [-1.473, 0.329, -0.145], [1.817, 1.988, 2.074], [1.275, 0.274, 2.294], [-0.109, 2.429, 0.468], [-1.216, -0.195, 1.850], [-1.985, 1.271, 1.561], [-1.928, -0.498, -0.463], [0.701, -2.060, -0.203], [1.122, -1.678, -1.055], [1.384, -2.618, 0.120], [0.675, -0.754, -2.800], [-0.089, -0.682, -2.314], [1.266, 0.183, -2.732]], "e_lumo_ha": 0.02463, "e_homo_ev": -9.3, "mol_weight_g_mol": 94.11, "orbital_gap_ha": 0.3655, "smiles": "C=CCO.O.O", "total_charge": 0}

Arrangement Q

{"formula": "C3H10O3", "method": "ωB97M-V/def2-TZVPD", "elements": ["C", "C", "C", "O", "H", "H", "H", "H", "H", "H", "O", "H", "H", "O", "H", "H"], "xyz": [[0.149, -1.120, 0.367], [1.439, -1.092, -0.421], [2.539, -0.506, 0.028], [3.634, -0.453, -0.830], [-0.598, -1.789, -0.063], [0.259, -1.525, 1.373], [-0.216, -0.093, 0.364], [1.522, -1.677, -1.326], [2.613, 0.202, 0.848], [4.477, -0.537, -0.376], [-5.303, -3.692, -0.393], [-5.858, -3.158, 0.178], [-5.726, -3.831, -1.241], [0.149, 6.219, 0.228], [0.138, 6.131, 1.187], [0.781, 6.922, 0.077]], "e_lumo_ha": 0.03585, "e_homo_ev": -8.7, "mol_weight_g_mol": 94.11, "orbital_gap_ha": 0.3568, "smiles": "C/C=C/O.O.O", "total_charge": 0}

Name the most stable of them. arrangement Q.